The molecule CH4O at a distorted geometry, computed with ωB97M-V/def2-TZVPD.

XYZ file:
```
6
Properties=species:S:1:pos:R:3:lowdin_charge:R:1
O 0.1002 -0.0642 -0.7288 -0.12
C -0.1157 -0.0214 0.6387 -0.21
H -0.8974 -0.6958 0.8174 0.05
H 0.9177 -0.3091 1.0753 0.11
H -0.5199 0.8625 1.1928 0.08
H 0.3920 0.7842 -1.0874 0.08
```

As for the spin multiplicity: 1. The calculation puts the energy relative to the best compared isomer or geometry (same formula, charge and spin) at 38.3 kJ/mol. As for the orbital gap: 0.417 hartree.